# 1
Molecular formula: C22H44LaP
Method: DFT, wB97M-V/def2-TZVPD

```
68
Properties=species:S:1:pos:R:3:forces:R:3:mulliken_charge:R:1
C 0.81596 1.99038 -1.37411 2.241 2.808 -0.200 -0.627
H 1.30054 2.34061 -0.45212 -0.234 -0.120 -0.285 0.675
H 1.55629 1.87023 -2.17390 -0.176 -0.464 0.250 0.486
H 1.20479 0.13614 -0.06443 1.629 0.393 1.072 -0.033
C -0.38632 2.80851 -1.81541 -0.909 -0.359 0.254 0.132
H -1.07483 2.22599 -2.47275 0.286 0.242 -0.014 0.088
H -1.00322 3.13485 -0.95719 0.254 -0.156 -0.206 0.100
C 0.07867 4.06541 -2.57990 0.545 -0.090 -0.096 -1.572
H -0.75299 4.68390 -2.90552 -0.260 -0.134 0.101 0.421
H 0.71496 4.68309 -1.93985 -0.057 -0.131 -0.069 0.389
H 0.65093 3.79357 -3.47196 -0.051 -0.014 0.156 0.345
C -0.77339 -2.27412 -2.13922 0.270 0.837 -0.507 -0.090
C -1.17821 -1.24680 -3.06799 0.621 -0.822 0.288 -0.094
C 0.01047 -0.58609 -3.52677 -0.185 -0.127 0.355 0.257
C 1.12318 -1.20352 -2.90081 0.007 0.349 -0.127 0.697
C 0.65432 -2.22923 -2.04232 -0.764 -0.106 0.037 0.568
C 1.49515 -3.21514 -1.29821 0.273 -0.033 -0.089 -1.500
C 2.56216 -0.91120 -3.21160 -0.014 0.020 -0.072 -1.584
C 0.06874 0.52308 -4.53413 0.213 -0.154 -0.141 -1.125
C -2.58847 -0.83112 -3.34004 0.051 0.195 -0.205 -1.061
C -1.68925 -3.14237 -1.33822 -0.055 -0.352 0.061 -1.009
La -0.57115 0.06440 -0.92041 -3.849 -1.779 -1.681 0.739
H 3.20592 -1.20575 -2.37214 -0.065 0.228 -0.318 0.365
H 2.88793 -1.47873 -4.10454 -0.140 0.273 0.386 0.348
H 2.69642 0.16033 -3.43273 0.155 -0.409 0.093 0.338
H 2.51148 -2.81899 -1.16654 -0.290 -0.247 0.133 0.390
H 1.05150 -3.43571 -0.32342 0.203 -0.129 -0.035 0.373
H 1.58414 -4.16808 -1.84672 -0.093 0.338 0.151 0.341
H -2.63520 -2.62241 -1.12874 0.060 -0.234 0.021 0.282
H -1.94304 -4.08426 -1.86233 0.087 0.433 0.275 0.330
H -1.21185 -3.41414 -0.38305 -0.259 -0.060 -0.222 0.286
H -2.61104 0.19385 -3.74730 -0.178 -0.380 0.063 0.307
H -3.08519 -1.49598 -4.07108 0.125 0.303 0.363 0.361
H -3.18882 -0.85330 -2.41369 -0.087 -0.033 -0.239 0.343
H 0.90848 1.19584 -4.31428 -0.224 -0.060 -0.194 0.256
H 0.22268 0.12138 -5.54904 -0.056 0.192 0.307 0.339
H -0.86168 1.09525 -4.54032 0.123 0.058 -0.154 0.309
C -1.29583 2.68841 2.20606 -0.050 0.204 0.056 -1.147
C -0.13394 1.89505 2.83859 0.302 0.667 -0.500 0.460
C -0.30874 1.87032 4.36915 -0.050 -0.128 0.310 -1.640
P 0.23435 0.32156 1.91239 -0.288 -0.273 1.283 0.402
C 1.90936 -0.22251 2.40204 0.840 -0.165 0.365 0.892
C 2.34188 0.04955 3.85575 0.001 -0.086 0.108 -1.661
C 2.20619 -1.67900 2.00164 -0.102 -0.058 -0.070 -1.086
C -1.14981 -0.93174 2.31451 0.789 -0.196 -0.525 0.563
C -1.28500 -1.30032 3.80557 -0.099 -0.119 0.286 -1.370
C -2.52930 -0.55519 1.71615 -0.070 -0.026 0.250 -1.235
H -2.27498 2.26708 2.47557 0.333 0.155 -0.053 0.255
H -1.24630 2.76875 1.10835 0.077 -0.095 0.270 0.004
H -1.26290 3.71893 2.59392 -0.095 -0.351 -0.131 0.502
H 0.80073 2.46169 2.66210 -0.263 -0.122 -0.107 0.553
H -1.28305 1.47778 4.68547 0.259 0.125 -0.189 0.359
H 0.48064 1.32301 4.89050 -0.353 0.078 -0.133 0.320
H -0.25408 2.91083 4.72803 -0.045 -0.285 -0.215 0.442
H 2.53857 0.42927 1.76439 -0.273 -0.194 0.124 0.367
H 1.71675 -0.50429 4.57402 0.287 0.221 -0.177 0.258
H 3.38433 -0.28773 3.98295 -0.426 0.075 -0.091 0.483
H 2.32262 1.12067 4.09783 0.014 -0.378 -0.050 0.425
H 2.03022 -1.84904 0.93146 0.011 0.048 0.195 -0.043
H 3.26831 -1.90733 2.19481 -0.466 0.126 -0.031 0.506
H 1.59329 -2.39705 2.57022 0.225 0.239 -0.107 0.296
H -0.76956 -1.84092 1.80629 -0.221 0.164 0.046 0.053
H -1.69016 -0.47490 4.40816 0.181 -0.313 -0.299 0.214
H -1.99219 -2.14294 3.89645 0.237 0.290 -0.098 0.463
H -0.33829 -1.63651 4.25990 -0.310 0.226 -0.285 0.324
H -2.58781 -0.32539 0.62594 0.055 -0.090 0.557 0.208
H -3.20166 -1.41490 1.85541 0.163 0.262 -0.071 0.396
H -2.97374 0.29700 2.24912 0.141 -0.280 -0.231 0.265
```
Positions in Å, forces in eV/Å.

Computed properties:
Net charge: +2
LUMO (alpha / beta), eV: -8.68 / -8.86
HOMO energy (alpha / beta), eV: -14.04 / -14.01

# 2
Molecular formula: C33H29AsF2NiO6Te
Method: DFT, wB97M-V/def2-TZVPD

```
73
Properties=species:S:1:pos:R:3:forces:R:3:mulliken_charge:R:1
Ni -1.21577 1.15409 -0.04976 -0.290 0.616 0.266 0.452
O -4.92210 -0.43622 1.05954 -0.084 -0.088 0.008 -0.861
C -4.00926 0.04813 0.38714 -0.052 0.117 -0.127 -0.177
O -2.90820 0.49389 0.83575 0.476 -0.011 0.060 -0.250
C -4.25427 0.21834 -1.12749 -0.073 0.004 0.054 0.049
C -3.89573 1.64655 -1.56935 -0.092 0.029 0.148 -0.040
C -4.51439 1.95973 -2.93736 -0.036 -0.001 0.011 -1.138
C -3.61279 1.11677 -3.87299 -0.003 -0.029 -0.026 -0.968
C -2.64091 0.49049 -2.86278 0.092 -0.080 -0.059 0.007
O -2.50624 1.54071 -1.89617 0.096 0.066 -0.062 -0.266
C -3.34942 -0.62500 -2.08012 0.025 -0.104 -0.107 -0.062
C -2.34984 -1.56526 -1.39506 0.093 0.062 0.044 -0.362
O -2.58090 -2.78585 -1.41839 -0.063 -0.132 -0.044 -0.868
O -1.34097 -1.00801 -0.87708 0.444 -0.151 -0.253 -0.138
H -5.30676 -0.00156 -1.31268 0.033 0.009 0.062 0.420
H -4.02142 2.40378 -0.79827 0.007 0.003 -0.011 0.635
H -4.42723 3.02371 -3.16032 -0.014 0.009 0.009 0.367
H -5.56741 1.67850 -2.98341 -0.002 0.002 0.002 0.383
H -3.07712 1.74738 -4.58365 0.007 0.002 0.000 0.331
H -4.16342 0.35569 -4.42830 0.008 0.005 -0.012 0.378
H -1.65995 0.22642 -3.25055 0.020 0.021 0.035 0.470
H -3.95742 -1.24954 -2.73709 -0.025 0.068 -0.003 0.429
O 0.26809 -0.00755 1.06299 0.251 -0.453 -0.300 -0.622
As 1.03723 -1.33682 0.44475 -0.274 0.303 0.451 2.097
C 1.31595 -1.99355 -1.37122 -0.211 0.139 -0.016 0.589
C 1.45484 -3.36575 -1.52568 -0.001 -0.106 0.014 -0.248
C 1.69019 -3.91372 -2.78188 0.011 -0.063 0.057 -0.721
C 1.78906 -3.09162 -3.88884 0.004 0.062 -0.045 -0.526
C 1.65435 -1.71700 -3.73343 0.021 0.010 -0.062 -0.665
C 1.42004 -1.16505 -2.48513 -0.028 -0.122 0.073 -0.371
C 0.48815 -2.91391 1.42296 -0.001 -0.017 -0.034 -0.200
C -0.68390 -3.57669 1.06967 -0.005 -0.017 -0.029 0.211
C -1.10927 -4.65605 1.83194 -0.024 0.009 -0.012 -0.904
C -0.38016 -5.07186 2.93735 0.002 -0.023 0.004 -0.416
C 0.78251 -4.40310 3.29079 0.025 -0.002 0.020 -0.683
C 1.21595 -3.32191 2.53482 0.022 -0.004 0.024 -0.625
C 2.88476 -1.07261 1.00477 0.015 -0.036 -0.041 -0.211
C 3.13577 0.02313 1.82164 -0.007 0.034 -0.025 -0.781
C 4.42759 0.27275 2.26481 0.014 0.023 0.031 -0.635
C 5.46784 -0.56704 1.89248 0.022 0.011 0.009 -0.355
C 5.21948 -1.65636 1.06804 0.017 -0.032 -0.023 -0.674
C 3.92871 -1.90675 0.62283 0.023 -0.013 0.003 -0.007
H 1.35708 -4.02525 -0.67202 -0.007 0.017 -0.029 0.374
H 1.77650 -4.98879 -2.88850 0.004 0.010 0.007 0.373
H 1.95952 -3.51672 -4.87105 0.000 0.006 -0.001 0.337
H 1.72236 -1.06293 -4.59473 -0.003 -0.008 -0.002 0.411
H 1.30845 -0.10185 -2.37846 -0.056 0.236 0.069 0.376
H -1.26098 -3.26043 0.20402 -0.056 0.028 -0.012 0.412
H -2.02672 -5.16215 1.55936 -0.010 -0.006 -0.009 0.449
H -0.72109 -5.91448 3.52807 -0.008 0.005 0.010 0.353
H 1.35074 -4.71517 4.15923 0.000 -0.002 0.004 0.378
H 2.11856 -2.79474 2.82159 -0.010 -0.006 -0.015 0.372
H 2.30780 0.67461 2.07781 -0.025 -0.009 0.012 0.545
H 4.62062 1.13088 2.89744 0.000 -0.001 -0.009 0.405
H 6.47609 -0.36804 2.23669 0.007 0.003 0.003 0.348
H 6.03257 -2.30576 0.76381 -0.005 0.000 0.010 0.373
H 3.73920 -2.75064 -0.03147 -0.001 0.002 0.000 0.342
F 0.06557 2.60760 -2.08803 -0.108 0.054 -0.287 -0.324
C 0.26326 2.14497 -0.79227 -0.227 -0.392 0.543 0.570
F 1.48166 1.44044 -0.89320 0.188 -0.212 -0.161 -0.352
H 0.54008 3.01603 -0.20110 -0.064 0.145 0.021 -0.213
Te -1.64142 2.84633 2.08649 -0.071 0.044 -0.156 -0.128
C -0.24958 4.41604 2.43659 -0.004 -0.032 -0.020 -0.316
C 0.24339 5.26944 1.44191 -0.060 -0.036 -0.023 -0.093
C 1.12722 6.29949 1.73164 0.038 0.052 0.002 -0.506
C 1.54844 6.52403 3.03560 0.017 0.033 -0.021 -0.333
C 1.07118 5.69113 4.04068 0.032 0.025 0.064 -0.464
C 0.19603 4.65823 3.74415 0.026 -0.033 -0.040 -0.445
H -0.08595 5.13171 0.42043 -0.035 -0.026 -0.064 0.436
H 1.48394 6.93823 0.92966 0.004 -0.009 0.001 0.315
H 2.23475 7.33169 3.26474 0.004 -0.004 -0.002 0.333
H 1.39000 5.84482 5.06733 -0.003 0.001 -0.004 0.320
H -0.15493 4.01001 4.53829 -0.011 -0.008 0.013 0.307
```
Positions in Å, forces in eV/Å.

Computed properties:
Net charge: -2
LUMO (alpha / beta), eV: 4.30 / 4.30
HOMO energy (alpha / beta), eV: -0.84 / -0.84

# 3
Molecular formula: C4H6
Method: DFT, wB97M-V/def2-TZVPD

```
10
Properties=species:S:1:pos:R:3:forces:R:3:mulliken_charge:R:1
C 1.78069 1.28047 0.34489 -0.974 -1.261 -0.320 -0.006
C 1.11959 0.30980 0.02006 1.694 2.308 0.329 -0.359
C 0.18603 -0.75314 -0.26856 -0.462 -0.044 0.286 -0.386
C -1.22951 -0.17116 -0.06808 -0.718 0.382 -0.064 -1.036
H 2.29576 2.15814 0.68698 -0.055 -0.389 -0.221 0.388
H 0.39401 -1.48342 0.52025 -0.294 -0.403 -0.358 0.198
H 0.33400 -1.21866 -1.25855 -0.022 0.290 0.439 0.282
H -1.46994 -0.10689 1.00320 0.460 0.582 -0.227 0.290
H -1.38770 0.81930 -0.59090 0.351 -1.101 0.734 0.288
H -2.02293 -0.83445 -0.38929 0.020 -0.364 -0.599 0.342
```
Positions in Å, forces in eV/Å.

Computed properties:
Structure (SMILES): C#CCC
LUMO, eV: 1.13
HOMO energy, eV: -9.83

# 4
Molecular formula: C8H7NO3
Method: DFT, wB97M-V/def2-TZVPD

```
19
Properties=species:S:1:pos:R:3:forces:R:3:mulliken_charge:R:1
C 1.92305 -1.51323 -0.82805 -1.385 0.219 3.174 -0.082
C 1.37401 -1.32650 0.26369 2.968 -1.072 -2.527 -0.174
C -0.58059 0.86672 -1.71775 1.888 0.538 0.966 -0.286
C 0.42455 1.71627 -2.03149 -1.547 -0.305 -4.007 -0.551
C 0.73104 1.27253 0.06812 -1.600 -1.921 2.409 -0.454
C -1.14073 -0.32429 0.40846 -0.355 -3.439 -0.266 -0.079
C -0.41631 -0.56658 1.74745 -0.354 -1.483 -0.681 -0.457
C 1.02290 -0.96158 1.65600 1.734 0.069 0.246 0.274
N -0.35182 0.53078 -0.41275 1.348 2.234 0.764 0.424
O -2.44016 0.08700 0.55117 -1.504 3.284 1.461 -0.524
O 1.14472 1.94076 -0.94921 1.816 1.278 -0.208 -0.154
O 1.85104 -1.00404 2.56984 -2.077 0.015 -1.855 -0.572
H 2.48020 -1.70085 -1.71570 -0.194 -0.020 -0.114 0.411
H -1.43270 0.42795 -2.06682 -1.760 -0.676 -2.061 0.540
H 0.76903 2.13074 -3.02567 -0.641 -0.378 1.653 0.362
H -1.45363 -1.39293 -0.07226 1.888 2.240 0.498 0.269
H -0.89464 -1.44938 2.17705 -0.273 0.204 0.335 0.301
H -0.50740 0.26387 2.37166 -0.260 1.303 1.208 0.421
H -2.50257 1.00276 1.00626 0.308 -2.089 -0.994 0.332
```
Positions in Å, forces in eV/Å.

Computed properties:
LUMO, eV: 0.23
HOMO energy, eV: -9.16

Across the entries above, maximum force takes the values 4.6 0.7 2.9 4.3 eV/A, respectively.
Across the entries above, DFT total energy takes the values -1236.91310 -5938.21353 -155.93251 -589.32625 Eh, respectively.